Entry 1:
A gas-phase ion, C6H5Cl2F2O2 (charge -1) in a non-equilibrium geometry. Source: OMol25; level of theory: wB97M-V/def2-TZVPD.

## Properties
M ... 218.006 g mol⁻¹
Charge ... -1
Highest occupied orbital energy ... -3.5 eV
E_tot ... -40876.801 eV

Geometry (Å):
F  1.0826  2.1846  0.2470
C  -0.5922  -0.4475  0.1355
Cl  2.0050  2.5288  2.9747
O  -1.4733  -1.1244  -0.8767
C  0.7483  1.2446  2.3455
Cl  -0.2811  0.7143  3.5792
C  0.0970  1.8361  1.1499
H  0.9932  -1.0921  1.1584
C  -1.0299  0.9707  0.3787
H  -1.2673  1.5679  -0.4935
C  0.8361  -0.9984  0.0794
H  1.4574  -0.1816  -0.3350
H  0.7684  -1.8764  -0.5207
F  -0.6064  3.2401  1.1253
H  -1.9530  0.9525  0.9627
O  -2.4641  -1.7614  1.2075
C  -1.6620  -1.3294  0.4374

Forces on atoms 1 to 2 (eV/Å):
-0.14 -0.53 -0.10
0.79 -0.06 -0.01


Entry 2:
A single C4H8Si molecule in a non-equilibrium geometry. Source: OMol25; level of theory: wB97M-V/def2-TZVPD.

## Properties
M ... 84.194 g mol⁻¹
Relative energy (zero: lowest compared OMol25 entry of this formula, charge and spin) ... 2.218 eV
SMILES ... [SiH3]C1=CCC1
Highest occupied orbital energy ... -9.8 eV
E_tot ... -12151.919 eV

Geometry (Å):
C  -1.6302  -0.4255  0.8969
H  -2.0398  -1.3468  0.6212
H  2.9203  0.2817  -0.2907
H  0.4591  -1.3546  1.3801
H  -2.2366  -0.0328  1.7917
C  -0.1378  -0.7037  0.8548
Si  1.7287  0.5604  -1.1128
C  -1.4231  0.6717  -0.2420
H  -1.8123  1.6232  -0.0925
H  1.5993  -0.2230  -2.4126
C  0.2857  0.1220  -0.0605
H  1.7119  1.9641  -1.5212
H  -1.9721  0.2436  -1.0944

Forces on atoms 1 to 2 (eV/Å):
0.76 2.11 1.25
-1.51 -1.16 -0.89